Molecular formula: C8H14N3O3
Method: DFT, the ωB97M-V functional and the def2-TZVPD basis

Each atom is followed by the atoms it is bonded to, with distances in Å.
Geometry (Å):
1 C -1.664 2.442 -0.073  C2 1.355, C3 1.493, H15 1.062
2 C -0.478 1.979 -0.536  C1 1.355, N11 1.507, H16 1.106
3 C -2.401 1.271 0.488  C1 1.493, C4 1.434, N9 1.498, H17 1.137
4 C -3.175 0.409 -0.358  C3 1.434, N10 1.400, H18 1.075
5 C 1.429 -2.087 -0.266  C8 1.626, H19 1.058, H20 1.046, H21 1.068
6 C 3.254 -0.616 0.576  C8 1.506, H22 1.016, H23 1.069, H24 1.076
7 C 1.033 0.344 0.628  C8 1.579, N11 1.487, H25 1.155, H26 1.037
8 C 1.991 -0.561 -0.241  C5 1.626, C6 1.506, C7 1.579, O14 1.410
9 N -1.386 0.185 0.668  C3 1.498, N11 1.428
10 N -3.895 -0.660 0.188  C4 1.400, O12 1.228, O13 1.213
11 N -0.243 0.554 -0.105  C2 1.507, C7 1.487, N9 1.428, H27 1.016
12 O -4.317 -1.471 -0.632  N10 1.228
13 O -4.066 -0.738 1.387  N10 1.213
14 O 2.108 -0.006 -1.532  C8 1.410, H28 0.924
15 H -2.144 3.379 -0.211  C1 1.062
16 H 0.312 2.608 -0.987  C2 1.106
17 H -2.835 1.481 1.517  C3 1.137
18 H -2.826 0.285 -1.367  C4 1.075
19 H 0.670 -2.237 0.456  C5 1.058
20 H 2.170 -2.782 -0.015  C5 1.046
21 H 0.901 -2.333 -1.161  C5 1.068
22 H 3.735 0.249 0.801  C6 1.016
23 H 3.042 -1.111 1.500  C6 1.069
24 H 3.808 -1.093 -0.214  C6 1.076
25 H 1.410 1.412 0.858  C7 1.155
26 H 0.877 -0.271 1.447  C7 1.037
27 H -0.050 -0.143 -0.818  N11 1.016
28 H 2.741 -0.490 -1.999  O14 0.924

Gap between HOMO and LUMO (spin up / spin down): 8.710 / 8.502 eV
Lowest unoccupied orbital energy (spin up / spin down): -5.88 / -5.85 eV
Net charge: +1

=====

Molecular formula: C3H3FOS
Method: DFT, the ωB97M-V functional and the def2-TZVPD basis

Each atom is followed by the atoms it is bonded to, with distances in Å.
Geometry (Å):
1 C 0.389 0.776 -0.573  C2 1.509, O7 1.374, S9 1.625
2 C 0.016 -0.469 0.194  C1 1.509, C3 1.341, F8 1.361
3 C -1.272 -0.731 0.460  C2 1.341, H5 1.070, H6 1.059
4 H 2.132 0.378 0.029  O7 0.957
5 H -1.909 -0.053 -0.068  C3 1.070
6 H -1.458 -1.608 1.024  C3 1.059
7 O 1.702 1.129 -0.378  C1 1.374, H4 0.957
8 F 1.141 -1.095 0.633  C2 1.361
9 S -0.741 1.673 -1.322  C1 1.625

Gap between HOMO and LUMO: 8.649 eV
Lowest unoccupied orbital energy: -0.58 eV
SMILES: C=C(F)C(O)=S

=====

Molecular formula: C31H54F9N2O8PS
Method: DFT, the ωB97M-V functional and the def2-TZVPD basis

Each atom is followed by the atoms it is bonded to, with distances in Å.
Geometry (Å):
1 C 0.336 -1.297 2.446  C2 1.204, H45 1.070
2 C 0.544 -1.023 1.292  C1 1.204, C3 1.476
3 C 0.777 -0.696 -0.128  C2 1.476, C4 1.543, O11 1.423, C39 1.536
4 C 1.812 -1.708 -0.663  C3 1.543, C5 1.536, H46 1.089, H47 1.093
5 C 3.129 -1.694 0.126  C4 1.536, C6 1.543, H48 1.091, H49 1.090
6 C 4.384 -1.801 -0.766  C5 1.543, C7 1.540, H50 1.091, H51 1.094
7 C 5.299 -0.563 -0.705  C6 1.540, C8 1.522, H52 1.091, H53 1.093
8 C 5.820 -0.173 -2.081  C7 1.522, O9 1.415, H54 1.092, H55 1.099
9 O 6.730 0.910 -2.042  C8 1.415, C10 1.410
10 C 6.094 2.168 -2.060  O9 1.410, H56 1.095, H57 1.096, H58 1.088
11 O -0.361 -0.878 -0.962  C3 1.423, C12 1.435
12 C -1.674 -0.480 -0.540  O11 1.435, N13 1.438, O14 1.391, C19 1.549
13 N -2.379 -1.572 0.074  C12 1.438, H59 1.015, H60 1.014
14 O -1.592 0.626 0.300  C12 1.391, C15 1.428
15 C -2.400 0.669 1.477  O14 1.428, C16 1.534, H61 1.090, H62 1.091
16 C -2.083 1.962 2.238  C15 1.534, C17 1.534, H63 1.091, H64 1.090
17 C -1.537 1.728 3.652  C16 1.534, C18 1.525, H65 1.093, H66 1.095
18 C -0.630 2.850 4.144  C17 1.525, H67 1.088, H68 1.094, H69 1.091
19 C -2.414 -0.075 -1.839  C12 1.549, C20 1.526, O34 1.412, H70 1.099
20 C -1.625 0.866 -2.745  C19 1.526, C21 1.530, H71 1.093, H72 1.090
21 C -1.296 2.248 -2.174  C20 1.530, C22 1.519, H73 1.086, H74 1.091
22 C -2.453 3.223 -2.039  C21 1.519, F23 1.365, F24 1.344, C25 1.570
23 F -3.392 2.990 -3.004  C22 1.365
24 F -3.088 3.145 -0.857  C22 1.344
25 C -2.065 4.723 -2.290  C22 1.570, F26 1.330, F27 1.332, S28 1.909
26 F -3.170 5.413 -2.560  C25 1.330
27 F -1.270 4.803 -3.355  C25 1.332
28 S -1.233 5.641 -0.837  C25 1.909, F29 1.588, F30 1.580, F31 1.586, F32 1.594, F33 1.579
29 F -0.809 4.275 -0.146  S28 1.588
30 F -2.605 5.633 -0.053  S28 1.580
31 F -1.595 7.036 -1.498  S28 1.586
32 F 0.177 5.669 -1.579  S28 1.594
33 F -0.576 6.416 0.372  S28 1.579
34 O -3.658 0.477 -1.463  C19 1.412, C35 1.419
35 C -4.664 0.338 -2.454  O34 1.419, P36 1.850, H75 1.091, H76 1.096
36 P -5.576 -1.261 -2.647  C35 1.850, O37 1.656, O38 1.630
37 O -4.550 -2.007 -3.712  P36 1.656, H77 0.967
38 O -5.145 -1.972 -1.245  P36 1.630, H78 0.963
39 C 1.381 0.706 -0.299  C3 1.536, C40 1.394, N44 1.327
40 C 1.818 1.081 -1.569  C39 1.394, C41 1.380, H79 1.082
41 C 2.401 2.320 -1.742  C40 1.380, C42 1.382, H80 1.083
42 C 2.531 3.153 -0.647  C41 1.382, C43 1.386, H81 1.082
43 C 2.068 2.693 0.575  C42 1.386, N44 1.332, H82 1.083
44 N 1.505 1.500 0.757  C39 1.327, C43 1.332
45 H 0.161 -1.528 3.476  C1 1.070
46 H 1.968 -1.533 -1.727  C4 1.089
47 H 1.341 -2.690 -0.580  C4 1.093
48 H 3.115 -2.543 0.810  C5 1.091
49 H 3.195 -0.806 0.756  C5 1.090
50 H 4.958 -2.686 -0.489  C6 1.091
51 H 4.079 -1.946 -1.806  C6 1.094
52 H 6.151 -0.746 -0.049  C7 1.091
53 H 4.743 0.285 -0.296  C7 1.093
54 H 6.354 -1.013 -2.531  C8 1.092
55 H 4.967 0.086 -2.723  C8 1.099
56 H 5.309 2.248 -1.300  C10 1.095
57 H 5.643 2.363 -3.040  C10 1.096
58 H 6.852 2.919 -1.845  C10 1.088
59 H -1.841 -1.915 0.864  N13 1.015
60 H -2.406 -2.335 -0.594  N13 1.014
61 H -3.450 0.622 1.186  C15 1.090
62 H -2.177 -0.183 2.121  C15 1.091
63 H -1.318 2.491 1.667  C16 1.091
64 H -2.975 2.589 2.281  C16 1.090
65 H -0.963 0.798 3.670  C17 1.093
66 H -2.362 1.604 4.361  C17 1.095
67 H 0.289 2.875 3.561  C18 1.088
68 H -0.339 2.671 5.183  C18 1.094
69 H -1.120 3.824 4.112  C18 1.091
70 H -2.585 -1.005 -2.399  C19 1.099
71 H -2.156 0.974 -3.693  C20 1.093
72 H -0.682 0.380 -2.994  C20 1.090
73 H -0.834 2.159 -1.195  C21 1.086
74 H -0.549 2.712 -2.819  C21 1.091
75 H -5.429 1.083 -2.230  C35 1.091
76 H -4.254 0.565 -3.444  C35 1.096
77 H -4.053 -2.722 -3.293  O37 0.967
78 H -5.771 -2.679 -1.054  O38 0.963
79 H 1.710 0.426 -2.423  C40 1.082
80 H 2.755 2.632 -2.717  C41 1.083
81 H 2.967 4.140 -0.725  C42 1.082
82 H 2.156 3.327 1.449  C43 1.083
83 C 1.711 -2.630 7.610  C84 1.520, H87 1.094, H88 1.090, H89 1.090
84 C 1.683 -1.537 6.554  C83 1.520, C85 1.520, O86 1.430, H90 1.091
85 C 1.550 -0.154 7.171  C84 1.520, H91 1.094, H92 1.090, H93 1.090
86 O 0.624 -1.769 5.622  C84 1.430, H94 0.964
87 H 0.781 -2.625 8.185  C83 1.094
88 H 1.810 -3.611 7.144  C83 1.090
89 H 2.541 -2.488 8.303  C83 1.090
90 H 2.595 -1.583 5.959  C84 1.091
91 H 0.615 -0.079 7.734  C85 1.094
92 H 1.536 0.611 6.395  C85 1.090
93 H 2.376 0.055 7.853  C85 1.090
94 H -0.209 -1.735 6.106  O86 0.964
95 C -2.020 -6.916 -3.813  C96 1.520, H99 1.094, H100 1.090, H101 1.090
96 C -2.484 -5.483 -3.605  C95 1.520, C97 1.522, O98 1.429, H102 1.091
97 C -1.315 -4.543 -3.349  C96 1.522, H103 1.094, H104 1.092, H105 1.090
98 O -3.429 -5.412 -2.534  C96 1.429, H106 0.963
99 H -1.507 -7.280 -2.919  C95 1.094
100 H -2.871 -7.569 -4.000  C95 1.090
101 H -1.332 -6.990 -4.656  C95 1.090
102 H -3.033 -5.148 -4.487  C96 1.091
103 H -0.783 -4.840 -2.440  C97 1.094
104 H -1.663 -3.518 -3.209  C97 1.092
105 H -0.608 -4.555 -4.178  C97 1.090
106 H -2.985 -5.702 -1.730  O98 0.963

Gap between HOMO and LUMO: 8.896 eV
Lowest unoccupied orbital energy: 0.51 eV
SMILES: C#C[C@@](CCCCCOC)(O[C@@](N)(OCCCC)[C@H](CCC(F)(F)C(F)(F)S(F)(F)(F)(F)F)OCP(O)O)c1ccccn1.CC(C)O.CC(C)O

=====

Molecular formula: C4H28O10
Method: DFT, the ωB97M-V functional and the def2-TZVPD basis

Each atom is followed by the atoms it is bonded to, with distances in Å.
Geometry (Å):
1 O -2.167 -0.964 -1.482  H2 1.006, H3 0.967, H4 1.014
2 H -1.270 -1.190 -1.086  O1 1.006
3 H -2.056 -0.708 -2.408  O1 0.967
4 H -2.597 -0.205 -0.966  O1 1.014
5 O 1.119 -0.143 -3.220  H6 0.972, H7 1.036, H8 0.970
6 H 1.017 0.819 -3.124  O5 0.972
7 H 1.117 -0.603 -2.291  O5 1.036
8 H 0.493 -0.610 -3.795  O5 0.970
9 C -3.484 1.085 0.926  C10 1.516, H13 1.092, H14 1.102, H15 1.093
10 C -3.232 2.108 -0.165  C9 1.516, C11 1.533, O12 1.378, H16 1.107
11 C -1.996 2.933 0.211  C10 1.533, H17 1.090, H18 1.100, H19 1.092
12 O -3.249 1.671 -1.472  C10 1.378
13 H -3.546 1.477 1.943  C9 1.092
14 H -2.665 0.348 0.890  C9 1.102
15 H -4.425 0.540 0.819  C9 1.093
16 H -4.055 2.843 -0.082  C10 1.107
17 H -1.816 3.704 -0.539  C11 1.090
18 H -1.093 2.306 0.238  C11 1.100
19 H -2.129 3.379 1.200  C11 1.092
20 C 0.809 -0.892 0.331  O21 1.415, H22 1.097, H23 1.099, H24 1.093
21 O 0.485 -1.234 -1.004  C20 1.415
22 H -0.130 -0.797 0.892  C20 1.097
23 H 1.280 -1.681 0.935  C20 1.099
24 H 1.436 -0.003 0.435  C20 1.093
25 O 3.118 -3.419 -1.011  H26 0.962, H27 0.966
26 H 3.414 -3.333 -0.100  O25 0.962
27 H 2.329 -2.864 -1.064  O25 0.966
28 O 4.602 0.785 0.740  H29 0.969, H30 0.961
29 H 4.014 1.555 0.763  O28 0.969
30 H 4.011 0.028 0.787  O28 0.961
31 O -1.336 -3.579 -0.392  H32 0.968, H33 0.962
32 H -0.696 -2.861 -0.503  O31 0.968
33 H -0.799 -4.350 -0.187  O31 0.962
34 O 2.888 2.734 0.131  H35 0.966, H36 0.963
35 H 3.486 3.414 -0.204  O34 0.966
36 H 2.133 2.760 -0.466  O34 0.963
37 O 1.305 2.565 2.661  H38 0.964, H39 0.963
38 H 1.957 2.737 1.973  O37 0.964
39 H 0.565 2.163 2.194  O37 0.963
40 O 0.255 -4.049 2.845  H41 0.962, H42 0.962
41 H 1.163 -4.041 2.528  O40 0.962
42 H -0.253 -4.426 2.120  O40 0.962

Gap between HOMO and LUMO: 5.338 eV
Lowest unoccupied orbital energy: -1.71 eV

=====

Sequential molecular weight output: 200.22, 106.12, 816.80, 236.26 g mol⁻¹